# 1
{"formula": "C22H49Cl2N5O25", "method": "ωB97M-V/def2-TZVPD", "smiles": "C[N+](=O)[O-].C[N+](=O)[O-].C[N+](=O)[O-].C[N+](=O)[O-].C[N+](=O)[O-].COC(=O)OC.COC(=O)OC.COC(=O)OC.COC(=O)OC.COC(=O)OC.ClCCCl", "e_above_lowest_kj_mol": 343.56, "homo_lumo_gap_ev": 10.111, "mol_weight_g_mol": 854.550, "species": ["O", "O", "H", "H", "O", "Cl", "C", "C", "C", "O", "H", "H", "O", "H", "H", "H", "C", "N", "O", "H", "C", "C", "H", "C", "O", "O", "O", "C", "C", "Cl", "C", "O", "O", "H", "O", "H", "H", "H", "H", "H", "H", "O", "O", "O", "H", "H", "O", "C", "N", "H", "H", "H", "H", "O", "H", "C", "H", "H", "H", "H", "H", "H", "H", "C", "O", "O", "C", "H", "C", "C", "O", "H", "C", "C", "H", "H", "H", "H", "C", "O", "O", "H", "H", "H", "C", "N", "H", "H", "N", "C", "O", "O", "H", "O", "H", "C", "H", "N", "H", "H", "H", "H", "H"], "coordinates": [[-5.333201, 0.081838, -5.035252], [-2.762521, 2.067288, 2.991048], [3.055199, 2.520798, 5.110608], [1.629429, 0.007718, -4.703512], [2.711519, -5.252802, -4.614232], [1.938019, 3.915738, 3.065478], [2.622019, 1.501708, -2.022202], [4.636799, 1.476298, 3.173718], [0.381649, 4.134958, 3.981578], [-0.738971, 4.643288, -1.243052], [-5.256081, 4.082158, 5.433748], [-1.557821, 7.009348, -0.522702], [4.827349, -4.615992, -0.098282], [3.073899, 0.963118, -4.847942], [-0.351151, 5.739758, 2.605028], [-4.048061, -2.493612, -4.835552], [3.680699, -2.513372, -0.033942], [-2.672451, -3.437952, 1.908398], [-3.926961, -3.506492, 2.173828], [0.259029, 2.187188, 0.925618], [-1.716651, 6.225508, 0.217898], [-6.227771, -5.346822, -0.518552], [1.538389, -5.908532, -2.473802], [-0.159931, -0.505452, -0.756282], [-4.266041, -6.536002, -1.133542], [1.988819, 1.265268, -3.147742], [3.805489, 0.560018, 3.167958], [2.865059, 3.343848, -0.625102], [0.594439, 1.159688, 0.784728], [1.190429, 6.641218, 4.132248], [-1.980881, -2.107842, 2.076518], [1.156229, -4.156902, -3.539132], [-4.424291, 3.542328, 2.636048], [4.365889, -4.610182, -5.778662], [-1.260961, -0.823372, -1.456542], [3.946189, 3.256558, -0.732992], [-4.886491, -2.263742, -3.190942], [5.929399, -0.010212, 1.171568], [0.650619, 0.610338, 1.724498], [-2.279191, 0.520178, 1.837978], [3.986019, -1.677702, 0.595758], [-0.406231, 0.596428, -0.107822], [-3.365301, 3.413938, 4.625848], [-0.372991, 4.392988, 0.821248], [-3.601951, 1.296228, 1.179238], [-0.208061, 3.296428, 3.611138], [5.454579, 1.768868, 2.217828], [2.010609, -4.145182, -4.545892], [4.808749, -3.441272, -0.467352], [-2.363061, -2.180592, -2.678452], [4.344569, 0.813758, 0.800788], [-6.322071, -5.203552, 0.557868], [-6.556761, -4.514272, -1.140432], [4.789189, 2.344068, 4.191838], [-2.249701, -1.568032, 1.168528], [4.105859, 2.345178, 5.341618], [-4.157351, 5.411038, 4.843498], [4.196799, 1.368868, 5.817698], [-1.577911, 6.631588, 1.219868], [5.935909, 1.372718, 0.157818], [0.422119, 3.907168, 5.046738], [-0.899461, -2.209652, 2.167348], [2.421939, 3.296528, 0.369638], [-0.133471, 5.549838, 3.656048], [-2.020441, -4.335492, 1.539938], [-4.127341, -4.420832, -0.793202], [-3.559311, 3.069268, 3.342948], [3.207369, -5.768422, -6.425542], [-4.515501, -1.821762, -4.115682], [-2.674891, 1.526948, 1.704058], [3.568639, 0.867768, -1.547682], [-2.745701, 5.879558, 0.120598], [2.496539, 0.361608, -4.145852], [5.408769, 0.932698, 1.004338], [1.590599, 1.024448, 0.363468], [3.024599, -0.427182, -3.610062], [-3.848131, -1.045492, -3.741372], [-1.974591, 2.091918, 1.088858], [-1.495361, -2.064912, -2.028982], [0.818779, -1.218312, -0.643262], [2.115849, -3.139412, -5.322482], [0.069139, -5.960962, -3.465512], [-2.430381, -1.584272, 2.920278], [-0.961591, 5.751938, 4.335368], [0.701609, -5.320502, -2.850782], [-4.783891, -5.457362, -0.837072], [-3.768201, 4.366088, 6.226638], [4.393799, 3.083908, 6.089598], [-0.915431, 4.998808, -0.047922], [3.724359, -5.452422, -5.519482], [-6.670921, -1.603732, -5.009072], [2.105769, 2.589388, -1.479052], [4.399129, -6.286982, -5.328962], [5.623289, -2.975152, -1.165392], [0.103319, -5.031762, -1.986622], [-4.231091, 4.398528, 5.240338], [2.444939, 4.308618, -0.909412], [-5.573211, -1.084842, -4.852962], [3.346849, -2.049782, -0.962232], [-0.623141, -2.257432, -2.653702], [2.788809, -3.044862, 0.297958], [-1.682291, -2.807662, -1.253432], [-6.589871, -6.324152, -0.837612]], "forces_ev_per_angstrom": [[0.1, 0.6, -0.9], [0.5, 0.4, 1.9], [-0.2, -0.1, 0.3], [0.1, -0.3, 0.3], [-0.3, -0.5, 2.2], [-0.2, -0.4, 0.6], [2.1, -1.1, 0.4], [-2.9, -1.8, 1.6], [-0.2, -0.4, -1.4], [-1.2, 1.4, 2.0], [0.0, -0.2, -0.8], [0.4, -0.5, -0.1], [-0.6, 0.8, 0.1], [0.5, -0.3, 0.2], [0.0, -0.4, 0.5], [0.0, -0.2, 0.4], [-0.9, 0.0, -1.2], [-3.8, 1.7, 1.8], [3.3, 0.6, -0.6], [0.5, -0.2, 0.0], [-1.0, 0.0, 0.0], [0.5, -0.9, -0.6], [0.1, 0.0, -0.1], [0.3, -2.5, 0.1], [-1.3, 0.9, 0.4], [-0.9, 0.4, -0.3], [1.3, 1.4, 0.1], [-0.9, 2.2, 1.1], [0.1, -0.7, -0.3], [-0.1, 0.8, 0.2], [-0.8, 0.3, -0.1], [-0.8, 0.8, 0.1], [0.7, 0.1, 0.2], [-0.4, 0.4, 0.4], [-1.3, 2.4, 0.4], [-0.2, -0.1, 0.2], [-0.5, -0.5, -0.6], [-0.3, -0.1, 0.4], [-0.5, 0.0, 0.1], [0.4, 0.3, 0.2], [0.4, -0.6, 0.2], [-0.1, 1.1, 0.4], [0.2, -0.3, -0.8], [0.0, -0.3, 2.2], [-0.4, 0.9, 0.2], [-0.5, 0.5, -0.4], [1.7, 0.4, -1.6], [0.4, 3.6, -2.8], [-2.1, -1.5, 2.4], [-0.1, 1.2, 0.2], [0.4, -0.3, -0.4], [0.0, 0.2, -0.2], [-0.4, -0.1, 0.4], [3.2, 1.1, -3.3], [0.2, 0.1, 0.0], [-2.7, -1.5, 2.1], [0.0, -0.3, -0.4], [-0.2, -0.1, 0.2], [0.3, -0.4, -0.1], [-0.2, 0.8, 0.5], [0.8, 0.6, 0.0], [-0.3, -0.4, -0.1], [0.8, -0.7, 0.5], [0.5, -0.8, 1.0], [1.3, -2.1, -0.9], [-0.7, -0.3, -0.1], [-1.9, 0.2, -0.9], [0.3, 0.2, -0.5], [0.6, 0.3, 0.2], [0.1, -1.0, -1.0], [-1.4, 0.8, -0.9], [-0.1, 0.1, 0.1], [-0.3, 0.1, 0.6], [-0.6, -0.1, 0.7], [-0.2, 0.4, -0.2], [0.2, -0.1, -0.6], [0.2, -0.1, -0.6], [-0.3, 0.1, 0.0], [1.4, -1.6, -0.4], [-0.4, 0.6, -0.3], [-0.2, -3.8, 2.9], [0.1, 0.2, -0.3], [0.1, -0.2, 0.0], [-0.2, 0.2, -0.3], [0.4, -0.8, 0.3], [2.5, 0.0, -0.2], [-0.2, 0.6, 0.1], [0.7, 0.3, -0.7], [1.5, -0.3, -4.3], [0.8, -0.4, -3.1], [0.9, -0.2, -0.4], [-1.1, -1.8, -1.8], [-0.4, 0.0, 1.1], [2.3, 1.6, -2.0], [0.1, 0.5, -0.2], [0.9, -0.5, 1.2], [1.1, 0.8, 0.0], [-1.4, 0.2, 1.9], [0.2, 0.1, -0.1], [0.0, -0.8, 0.1], [0.6, -0.3, 0.5], [0.5, -0.3, 0.1], [-0.6, 0.3, 0.2]]}


# 2
{"formula": "C3H2NO2S", "method": "ωB97M-V/def2-TZVPD", "smiles": "[O-]c1cc(=S)o[nH]1", "e_above_lowest_kj_mol": 257.80, "homo_lumo_gap_ev": 7.093, "charge": -1, "mol_weight_g_mol": 116.121, "species": ["C", "N", "C", "S", "H", "O", "H", "O", "C"], "coordinates": [[-0.115808, -1.061163, 0.138337], [-0.555723, 1.205632, 0.158753], [1.319485, -0.060124, -0.068999], [2.912355, -0.515368, -0.123491], [0.062322, -2.115886, 0.381365], [-2.362738, -0.303427, 0.042343], [-0.959515, 1.791944, -0.536039], [0.836606, 1.186725, -0.113814], [-1.136985, -0.128332, 0.121549]], "forces_ev_per_angstrom": [[5.5, 2.9, -0.4], [-0.3, -0.6, 0.6], [-4.7, -3.6, 1.2], [-0.4, 0.6, -0.1], [-0.6, 0.8, -0.4], [-0.2, 1.0, 0.3], [-0.3, 0.5, -0.7], [0.6, -0.2, -0.2], [0.4, -1.4, -0.3]]}


# 3
{"formula": "CH4ClN2P", "method": "ωB97M-V/def2-TZVPD", "smiles": "C/N=N/PCl", "e_above_lowest_kj_mol": 244.95, "homo_lumo_gap_ev": [7.854, 8.400], "mol_weight_g_mol": 110.484, "species": ["H", "H", "N", "N", "Cl", "H", "C", "H", "P"], "coordinates": [[2.514260, -0.231173, -0.477431], [-2.247307, 1.239724, -1.376381], [-0.710245, -0.086956, 0.160725], [0.762186, 0.412905, -0.226366], [-3.463677, -0.458902, 0.135701], [1.403174, -1.363810, 0.430351], [1.682538, -0.391354, 0.240992], [1.979007, -0.015251, 1.161424], [-1.919936, 0.894818, -0.049019]], "forces_ev_per_angstrom": [[0.1, -0.7, 0.6], [0.5, -0.1, -0.4], [7.7, -0.3, -1.0], [-9.7, 2.3, -1.1], [-0.1, 0.2, 0.0], [-0.5, -2.5, 0.0], [3.4, -1.2, -0.7], [1.1, 0.9, 2.2], [-2.4, 1.5, 0.4]]}


# 4
{"formula": "C2H3Br2FSi", "method": "ωB97M-V/def2-TZVPD", "smiles": "C=C[Si](F)(Br)Br", "e_above_lowest_kj_mol": 122.25, "homo_lumo_gap_ev": 10.381, "mol_weight_g_mol": 233.938, "species": ["Br", "C", "F", "H", "Br", "Si", "H", "C", "H"], "coordinates": [[2.655773, 0.481791, 0.866984], [-0.896813, 0.214559, -0.110274], [1.627404, -1.695416, -1.111145], [-2.385998, 0.353662, 1.251196], [1.554475, 1.028543, -2.460610], [1.292726, -0.223961, -0.637591], [-1.055559, -0.786309, 1.918582], [-1.359489, -0.179547, 1.074195], [-1.432518, 0.806678, -0.791337]], "forces_ev_per_angstrom": [[0.3, -0.1, 0.6], [4.7, -2.6, 1.4], [0.0, -0.2, 0.3], [1.5, -1.4, 0.1], [0.1, -0.1, 0.2], [-3.8, 1.3, -0.7], [0.7, 0.0, -0.5], [-3.1, 2.3, -0.5], [-0.4, 0.8, -0.8]]}


# 5
{"formula": "C7H10N2O", "method": "ωB97M-V/def2-TZVPD", "smiles": "C=C1CN(C2=NCCO2)C1", "e_above_lowest_kj_mol": 371.23, "homo_lumo_gap_ev": 9.440, "mol_weight_g_mol": 138.170, "species": ["H", "H", "C", "C", "H", "C", "H", "H", "N", "C", "C", "O", "H", "H", "H", "N", "C", "H", "H", "C"], "coordinates": [[0.430365, 1.338459, 1.396162], [1.248314, -2.823749, 1.740740], [-0.404118, -0.910242, 0.161860], [0.067096, 3.742908, -0.648032], [1.019766, 0.937891, -1.488739], [0.225843, -2.743684, 1.272425], [-0.430145, -3.496746, 1.776407], [-0.523234, -3.671336, -0.652115], [-0.555895, 0.419299, -0.162503], [0.001673, 1.163541, -1.220556], [0.348827, -2.949167, -0.294086], [0.160512, -1.615315, -0.840228], [0.220753, 4.257426, -1.590159], [-0.568199, 1.170586, -2.135662], [1.446995, -3.482158, -0.738983], [-0.468266, -1.401265, 1.344144], [-0.112116, 2.429122, -0.354484], [-0.195942, 4.459257, 0.130220], [-1.414281, 1.691914, 1.487041], [-0.497949, 1.483259, 0.816547]], "forces_ev_per_angstrom": [[-0.5, 0.1, 0.5], [-1.1, 0.7, -0.2], [1.7, 1.3, 0.7], [-1.3, -1.3, 1.7], [0.7, -0.4, 0.0], [-0.4, 0.0, -0.8], [0.6, 0.4, -0.6], [1.8, 1.7, 0.4], [-1.9, -2.0, 1.5], [0.4, 1.5, -1.2], [0.8, -2.9, -1.0], [0.1, -1.4, -0.1], [0.4, -0.8, -0.2], [-0.4, 0.0, -0.4], [-3.3, 2.0, 1.4], [0.7, -0.7, -0.2], [0.1, 1.0, -1.4], [0.2, -0.1, 0.1], [1.5, -0.4, -1.2], [0.0, 1.3, 0.9]]}


# 6
{"formula": "C4H9NO2", "method": "ωB97M-V/def2-TZVPD", "smiles": "C/N=C\\OCCO", "e_above_lowest_kj_mol": 232.91, "homo_lumo_gap_ev": 10.983, "mol_weight_g_mol": 103.121, "species": ["C", "H", "C", "H", "H", "O", "H", "O", "H", "N", "H", "C", "H", "H", "H", "C"], "coordinates": [[-1.664450, -0.398835, 0.464111], [-1.461837, -0.881670, 1.431551], [1.042218, 0.098990, 0.929498], [0.989092, -0.172592, 1.990895], [1.041601, 0.574960, -1.507386], [-1.204752, -1.189224, -0.607891], [-0.321419, -1.510625, -0.382286], [0.296562, 1.163921, 0.527641], [-2.753763, -0.330165, 0.358881], [1.811383, -0.542421, 0.160009], [-1.575591, 1.600570, 1.267366], [-1.125382, 1.028348, 0.445894], [1.697534, -1.058078, -1.849691], [-1.395333, 1.491197, -0.509242], [2.803179, 0.277710, -1.473983], [1.820962, -0.152086, -1.245364]], "forces_ev_per_angstrom": [[-0.1, 0.2, 0.2], [0.0, 0.1, -0.1], [0.2, -0.4, -0.1], [0.0, 0.1, -0.2], [0.2, -0.2, 0.0], [0.2, -0.1, 0.0], [-0.1, 0.0, -0.1], [0.1, 0.0, 0.1], [0.2, 0.0, 0.1], [-0.3, 0.3, 0.2], [0.0, -0.1, -0.1], [-0.3, 0.0, 0.0], [0.1, 0.2, 0.1], [0.0, 0.0, 0.2], [-0.2, -0.1, 0.0], [0.1, 0.0, -0.2]]}


Please write out number 6 again, unchanged.
{"formula": "C4H9NO2", "method": "ωB97M-V/def2-TZVPD", "smiles": "C/N=C\\OCCO", "e_above_lowest_kj_mol": 232.91, "homo_lumo_gap_ev": 10.983, "mol_weight_g_mol": 103.121, "species": ["C", "H", "C", "H", "H", "O", "H", "O", "H", "N", "H", "C", "H", "H", "H", "C"], "coordinates": [[-1.664450, -0.398835, 0.464111], [-1.461837, -0.881670, 1.431551], [1.042218, 0.098990, 0.929498], [0.989092, -0.172592, 1.990895], [1.041601, 0.574960, -1.507386], [-1.204752, -1.189224, -0.607891], [-0.321419, -1.510625, -0.382286], [0.296562, 1.163921, 0.527641], [-2.753763, -0.330165, 0.358881], [1.811383, -0.542421, 0.160009], [-1.575591, 1.600570, 1.267366], [-1.125382, 1.028348, 0.445894], [1.697534, -1.058078, -1.849691], [-1.395333, 1.491197, -0.509242], [2.803179, 0.277710, -1.473983], [1.820962, -0.152086, -1.245364]], "forces_ev_per_angstrom": [[-0.1, 0.2, 0.2], [0.0, 0.1, -0.1], [0.2, -0.4, -0.1], [0.0, 0.1, -0.2], [0.2, -0.2, 0.0], [0.2, -0.1, 0.0], [-0.1, 0.0, -0.1], [0.1, 0.0, 0.1], [0.2, 0.0, 0.1], [-0.3, 0.3, 0.2], [0.0, -0.1, -0.1], [-0.3, 0.0, 0.0], [0.1, 0.2, 0.1], [0.0, 0.0, 0.2], [-0.2, -0.1, 0.0], [0.1, 0.0, -0.2]]}